(1)
Computed, not measured: the molecule C5H9NO, with wB97M-V/def2-TZVPD.

XYZ file:
```
16
Properties=species:S:1:pos:R:3:forces:R:3
O -1.396786 -0.542306 1.542157 0.2250 0.0950 0.1278
C -1.095144 -0.523169 0.150816 0.0436 0.0281 -0.2917
C -0.857110 0.906568 -0.341025 -0.1151 -0.0056 -0.0854
C 1.466989 -0.865361 -0.490947 -0.3739 0.2913 0.1091
C 1.546589 0.608034 -0.396107 0.1045 -0.1272 0.0150
N 0.436074 1.446614 0.055632 -0.0245 -0.1703 0.1841
C 0.121911 -1.421486 -0.184087 0.0319 0.0431 -0.0192
H -0.624641 -0.208096 2.016848 -0.1233 -0.0584 0.0215
H -1.996022 -0.928884 -0.322792 0.1469 0.0628 0.0384
H -1.650646 1.560051 0.037696 0.1095 -0.1247 -0.0731
H -0.907798 0.927814 -1.439020 0.0080 -0.0306 0.1204
H 1.780204 0.855932 -1.454955 -0.0098 -0.0796 0.0648
H 2.470815 0.894102 0.122265 -0.0860 -0.0303 -0.0964
H 0.476284 1.596824 1.058207 0.0071 0.0243 -0.1051
H -0.116844 -2.165920 -0.958181 0.0598 0.0931 0.1030
H 0.331502 -2.066557 0.689366 -0.0036 -0.0110 -0.1130
```
Positions in Å, forces in eV/Å.

Computed properties:
- Energy: -8864.66934 eV
- Relative energy (zero: lowest compared OMol25 entry of this formula, charge and spin): 4.543 eV
- E_HOMO: -8.1 eV
- LUMO level: 0.009 hartree
- Orbital gap: 8.36 eV

***

(2)
Computed, not measured: an isolated ion of composition C4H2N and charge +1 at a distorted geometry, with wB97M-V/def2-TZVPD.

XYZ file:
```
7
Properties=species:S:1:pos:R:3:forces:R:3
C 0.355736 -2.016350 0.112630 0.7565 -2.5716 0.5482
C 1.215173 0.668672 1.551524 2.8452 1.9332 3.6019
C -0.066772 -0.883063 -0.255170 -0.9466 1.7877 1.4088
C 0.485189 0.211473 0.648029 -2.7915 -2.3305 -5.1021
N -0.454067 0.440044 -0.449487 0.5873 -0.4434 1.0405
H -0.238263 0.674904 -1.360138 1.8897 1.6636 -2.6399
H -1.296996 0.904319 -0.247389 -2.3405 -0.0391 1.1426
```
Positions in Å, forces in eV/Å.

Computed properties:
- Energy: -5650.35463 eV
- Relative energy (zero: lowest compared OMol25 entry of this formula, charge and spin): 0.735 eV
- E_HOMO: -16.8 eV
- LUMO level: -0.310 hartree
- Charge: +1
- Orbital gap: 8.36 eV

***

(3)
Computed, not measured: the molecule C2H3Cl2NSSi at a distorted geometry, with wB97M-V/def2-TZVPD.

XYZ file:
```
10
Properties=species:S:1:pos:R:3:forces:R:3
C -2.215586 -2.566330 0.453076 1.3328 0.3998 2.4944
C -0.149253 0.161357 0.163225 0.8603 -0.7449 0.1849
N -2.584036 -2.738539 -0.599915 -1.2282 -0.4448 -2.7410
Si -1.172569 -0.241322 1.721252 0.5787 0.3385 -2.0673
S -1.473340 -2.340974 1.958680 -0.1913 -0.3668 0.3574
Cl -2.924986 0.741453 1.474613 -0.3900 0.0323 0.0458
Cl -0.353490 0.321519 3.441971 0.5166 0.2350 0.9082
H -0.303775 1.242235 -0.062978 0.0029 -0.9720 -0.2754
H 0.953970 -0.040669 0.222275 -0.8380 0.4551 0.6716
H -0.370983 -0.574410 -0.653207 -0.6438 1.0678 0.4214
```
Positions in Å, forces in eV/Å.

Computed properties:
- Energy: -47373.79522 eV
- Relative energy (zero: lowest compared OMol25 entry of this formula, charge and spin): 0.000 eV
- E_HOMO: -10.5 eV
- LUMO level: 0.014 hartree
- Orbital gap: 10.89 eV

***

(4)
Computed, not measured: a 8-piece molecular cluster, C26H14F42N9O28S14 overall at a distorted geometry, with wB97M-V/def2-TZVPD.

XYZ file:
```
133
Properties=species:S:1:pos:R:3:forces:R:3
C 25.300896 1.849825 7.485882 0.4630 1.2221 0.3692
N 25.978659 1.748420 6.178503 -0.4730 -0.0102 -0.7756
C 25.446279 1.007644 5.185567 0.1569 -0.7112 0.6549
C 26.204358 0.705039 4.076890 0.2441 0.0920 -0.2655
C 27.478038 1.256401 3.949775 0.0624 0.7460 -0.5410
C 27.939322 2.168708 4.900081 -0.3977 -0.5522 0.2191
C 27.171116 2.350337 6.023911 0.3543 -0.5551 0.8885
C 28.317730 0.973540 2.754512 -0.1118 -0.5662 0.0945
C 27.784112 1.066486 1.476382 0.1157 -0.2755 0.3089
C 28.592620 0.753063 0.406160 -0.5661 -0.1176 0.0353
N 29.826698 0.261748 0.586936 -0.3383 1.4313 -0.5435
C 30.389018 0.243199 1.811667 -0.0289 -1.0322 -0.6139
C 29.628983 0.535125 2.917288 0.3702 0.5046 0.1310
C 30.647914 0.021942 -0.613734 0.9355 -0.9543 0.3567
H 25.961211 1.359570 8.199502 -0.4153 -0.2951 0.1597
H 24.254484 1.563532 7.503315 0.1782 -0.7460 -0.4097
H 25.268132 2.906371 7.762046 0.2156 -0.0301 -0.0504
H 24.499656 0.541127 5.435648 -0.1595 0.1144 -0.4279
H 25.875308 0.018270 3.306364 -0.3241 0.0000 0.1682
H 28.910118 2.635754 4.833758 0.0430 -0.0112 0.0357
H 27.575459 2.747496 6.944772 -0.0060 0.5949 -0.3073
H 26.728937 1.256640 1.332040 0.1187 0.4474 -0.2414
H 28.239839 0.902520 -0.604826 0.0377 -0.3302 -0.0531
H 31.416764 -0.101889 1.814926 -0.0226 0.0130 0.4685
H 30.091486 0.443759 3.891152 -0.0182 -0.0148 0.0075
H 30.072784 -0.195660 -1.505431 -0.4782 0.4127 0.1738
H 31.223307 -0.888919 -0.442044 0.0528 0.0791 0.1547
H 31.355615 0.835041 -0.738503 -0.1906 0.1263 -0.1860
C 31.663107 -1.778546 5.546742 0.7007 0.2138 -1.3571
F 31.712245 -0.456876 5.539227 -0.2363 0.3927 0.4474
F 31.664063 -2.213857 6.790640 0.1320 -0.2588 0.1364
F 30.541741 -2.149536 4.929548 -0.0404 -0.2119 0.2639
S 33.136509 -2.425366 4.507622 1.3509 -1.3136 1.7360
O 33.437822 -3.716735 5.064482 0.1038 0.1355 0.9659
O 32.725733 -2.500873 3.152980 -0.6146 0.7360 -0.9900
N 34.416856 -1.404750 4.850615 -1.3950 -0.7108 -0.7385
S 34.414616 -0.359554 3.650599 -0.8450 0.4806 -0.0579
O 35.159604 -0.767450 2.498330 0.5378 0.3358 0.2101
O 33.080415 0.147670 3.441277 0.0189 0.9019 -0.6602
C 35.282017 1.172074 4.355451 0.4291 -1.3557 0.2960
F 34.433555 2.116159 4.723889 -0.0569 0.1719 -0.2685
F 36.019912 0.859622 5.438594 0.1069 0.0607 -0.0330
F 36.119558 1.631791 3.421943 -0.1046 0.4481 0.0587
C 28.551761 -4.690883 -1.434096 0.0711 0.1276 2.0148
F 29.722603 -4.580190 -2.045018 -0.3112 0.0949 -0.8747
F 27.505143 -4.663823 -2.241267 0.1746 -0.1085 -0.8271
F 28.557015 -5.876493 -0.807434 -0.0811 -0.1784 -0.1052
S 28.428920 -3.276029 -0.212832 -1.1963 -1.1008 -0.3593
O 29.762309 -3.043546 0.220875 0.8811 -0.0822 0.5637
O 27.834613 -2.216039 -0.974022 -0.4447 -0.0088 -0.2467
N 27.438836 -4.010751 0.922963 1.4274 1.3793 -1.5189
S 27.483924 -2.984446 2.124130 -0.4042 0.3936 1.0083
O 28.584792 -3.119535 3.023384 0.0624 -0.3955 0.4299
O 27.186362 -1.623950 1.729874 -0.3675 -0.0362 0.2458
C 25.981736 -3.550672 3.063905 -0.4762 -0.5277 -0.8538
F 24.868614 -3.134201 2.446954 0.1121 0.2803 0.1553
F 25.889563 -4.893279 3.103816 0.3447 0.0637 0.2517
F 25.992559 -3.087291 4.303415 0.0831 0.1673 0.1418
C 19.109285 5.544711 10.491146 1.1676 0.3971 1.1010
F 19.298280 4.464318 9.789777 -0.0366 -0.7592 -0.5113
F 19.362173 6.606613 9.724423 -0.3291 0.1779 -0.1687
F 17.854565 5.578255 10.931816 -0.4818 0.2382 -0.2415
S 20.218119 5.606914 12.008233 1.3942 1.5709 1.0107
O 20.284000 6.992290 12.411366 -0.3210 0.2002 -0.9453
O 19.568471 4.782096 12.987820 -0.1367 -0.8541 -0.4829
N 21.713079 5.179877 11.520440 -1.8044 0.0981 0.6346
S 22.002459 3.709941 12.046778 1.3739 -0.5637 -0.1665
O 22.262395 3.607127 13.460278 -0.0458 -0.0137 -0.1543
O 21.183258 2.738453 11.397535 -0.3509 -0.7826 0.0750
C 23.693616 3.428610 11.288040 -1.0201 1.1613 -1.9635
F 24.179493 2.279228 11.675487 0.6074 -0.3671 0.8896
F 23.615826 3.365942 9.940195 -0.7194 -0.4589 -0.3802
F 24.516589 4.457439 11.448502 0.6415 0.0652 1.4276
C 27.963185 4.041686 9.756121 1.4766 0.0508 -0.1556
F 27.169140 4.424661 8.759807 -0.3655 -0.1882 0.0294
F 28.569707 5.141345 10.235048 -0.2931 0.1500 0.0853
F 27.283683 3.470676 10.725088 -0.4646 -0.0068 0.0925
S 29.357866 2.945059 9.161756 -0.6701 -0.0944 -1.3126
O 29.771911 3.412212 7.867153 -0.5881 0.5948 -0.2700
O 30.372208 3.036949 10.160136 -0.1571 -0.4064 0.9622
N 28.497563 1.564081 9.004289 1.1219 1.7542 0.5339
S 29.539345 0.388027 8.915340 0.1349 -3.1072 -0.2261
O 30.618892 0.469795 7.978837 -0.1234 0.8582 -0.3811
O 29.892528 -0.198041 10.175695 -0.3086 0.1392 0.5359
C 28.406562 -0.882215 8.139349 -0.5051 0.2085 0.8763
F 29.051982 -2.035397 8.041794 0.1139 0.1278 -0.4445
F 27.323568 -1.115259 8.913711 0.0867 0.2091 0.0544
F 27.930684 -0.485277 6.953414 0.3603 -0.1503 -0.2104
C 28.942724 3.481469 -2.714055 -0.6263 0.0720 1.6228
F 29.515374 4.623316 -3.092519 0.0758 -0.1969 -0.7726
F 29.144810 2.479738 -3.543280 0.4113 0.1352 -0.5214
F 29.518534 3.178922 -1.535774 -0.1647 -0.3126 0.0162
S 27.121335 3.820164 -2.538130 -0.7002 0.1759 -0.5514
O 26.938330 4.847516 -1.552189 0.6297 -0.3234 0.7912
O 26.773553 4.289015 -3.853589 0.2251 -0.7174 -0.6522
N 26.558036 2.343370 -2.119601 0.2867 1.0551 -0.8304
S 25.064124 2.567694 -1.586938 0.4876 1.4639 0.7281
O 25.144796 2.844683 -0.180097 -0.8570 -0.8300 0.3080
O 24.297261 3.481692 -2.386926 -0.4203 -0.0901 -0.2947
C 24.177468 0.970850 -1.873294 1.4781 -1.0749 0.1636
F 24.521669 0.460591 -3.066453 -0.4218 0.3211 -0.1465
F 24.568971 0.071249 -0.966209 -0.2743 0.1187 0.1980
F 22.864713 1.116045 -1.811031 -0.0289 0.1950 -0.0224
C 34.497018 1.524187 -0.227014 -1.4109 -0.8527 -0.7753
F 34.048023 2.729835 -0.592814 0.3617 0.4599 0.2230
F 35.492926 1.606779 0.619187 0.3906 0.3708 0.0112
F 33.466055 0.917409 0.372191 0.2808 -0.1488 0.0837
S 35.016347 0.621844 -1.785541 -1.0465 -0.6242 -0.4785
O 35.695300 1.637706 -2.534580 -0.2087 0.5240 -0.1924
O 35.794057 -0.511253 -1.397745 0.3942 -0.0512 0.5643
N 33.553362 0.135761 -2.427483 1.7853 1.4889 1.1039
S 33.817507 -1.176477 -3.240289 -0.1628 -1.2689 -0.9864
O 34.735472 -1.021732 -4.350779 -0.4400 0.1148 -0.1194
O 33.999199 -2.359261 -2.448208 -0.3447 -0.2942 -0.1509
C 32.064702 -1.395334 -3.967231 1.5738 1.9500 0.4974
F 31.536673 -0.215407 -4.346328 -0.0908 -0.0533 0.1251
F 32.088707 -2.134569 -5.074675 -0.2730 -0.8311 0.4472
F 31.336118 -1.867227 -2.971777 -0.6597 -0.7599 -0.5764
C 22.454232 -2.651707 6.436900 -0.0065 1.0615 -0.7172
F 21.870103 -3.609404 7.149889 0.0809 -0.2676 0.0372
F 23.555873 -2.241224 7.070040 -0.0337 -0.0899 0.2715
F 22.831788 -3.136982 5.255614 0.0240 -0.3329 0.1342
S 21.264133 -1.187655 6.189039 0.1145 -1.5842 -0.4866
O 20.278577 -1.455205 7.181931 -0.8625 -0.1251 0.1408
O 22.056614 -0.005745 6.357858 0.1858 0.1412 -0.1989
N 20.728010 -1.517801 4.669990 0.6438 0.8906 1.5603
S 21.257579 -0.361811 3.715358 0.7156 0.6129 -0.3796
O 20.499487 0.845431 3.846310 -0.6143 0.1926 -0.5011
O 22.682414 -0.189046 3.667507 0.5132 -0.3212 -0.1460
C 20.915192 -1.089050 2.043339 -0.1399 -0.2270 0.5043
F 19.585887 -1.110937 1.843522 0.0178 -0.2320 -0.2877
F 21.483479 -0.364460 1.093957 -0.1147 0.4249 -0.0482
F 21.408240 -2.324006 1.928168 -0.3123 -0.0855 0.1641
```
Positions in Å, forces in eV/Å.

Computed properties:
- Energy: -363750.11717 eV
- Relative energy (zero: lowest compared OMol25 entry of this formula, charge and spin): 0.000 eV
- E_HOMO: -1.3 eV
- LUMO level: 0.240 hartree
- Charge: -5
- Orbital gap: 7.85 eV